# 1
The following is a quantum chemistry calculation of C46H43N8O2V as an isolated structure, from the Open Molecules 2025 dataset.

Net charge ... 0
ΔE to the lowest compared entry with this formula, charge and spin ... 126.1 kJ/mol
E ... -90106.0733 eV
LUMO level (spin up / spin down) ... -0.23 / -0.46 eV
2S+1 ... 3

```
100
C46H43N8O2V ωB97M-V/def2-TZVPD
V 1.297 0.263 1.318
C 1.667 4.351 3.154
C 1.322 2.932 2.859
N 1.695 2.280 1.827
N 2.605 2.851 0.947
C 3.371 1.877 0.520
O 3.218 0.648 0.858
C 4.490 2.230 -0.392
C 5.451 1.268 -0.680
C 6.503 1.565 -1.533
C 6.592 2.825 -2.109
C 5.630 3.787 -1.825
C 4.584 3.495 -0.966
C 0.586 2.094 3.842
C -0.074 2.632 4.935
C -0.652 1.766 5.852
C -0.550 0.402 5.642
C 0.110 -0.050 4.506
N 0.672 0.775 3.628
H 2.405 4.705 2.441
H 2.053 4.451 4.170
H 0.774 4.977 3.076
H 5.365 0.291 -0.223
H 7.252 0.815 -1.749
H 7.410 3.058 -2.778
H 5.697 4.768 -2.276
H 3.827 4.232 -0.737
H -0.134 3.703 5.060
H -1.171 2.154 6.718
H -0.978 -0.312 6.331
H 0.182 -1.107 4.289
C -8.849 0.957 -7.969
O -7.465 0.824 -8.240
C -6.615 0.791 -7.179
C -5.260 0.707 -7.491
C -4.323 0.662 -6.480
C -4.708 0.698 -5.139
C -6.060 0.784 -4.842
C -7.016 0.831 -5.847
C -3.734 0.647 -4.039
N -4.023 0.748 -2.765
C -2.812 0.648 -2.118
C -1.791 0.486 -3.012
N -2.392 0.483 -4.248
C -0.413 0.314 -2.648
C 0.622 0.084 -3.521
C 1.916 -0.112 -2.995
C 2.104 -0.041 -1.642
N 1.120 0.219 -0.751
C -0.159 0.373 -1.249
C -1.188 0.543 -0.308
N -0.819 0.541 1.026
C -1.812 0.696 1.920
C -3.143 0.822 1.603
C -3.527 0.812 0.257
C -2.554 0.675 -0.700
H -9.344 1.004 -8.935
H -9.057 1.874 -7.411
H -9.226 0.098 -7.409
H -4.966 0.680 -8.530
H -3.278 0.603 -6.756
H -6.359 0.814 -3.803
H -8.059 0.893 -5.579
H -1.931 0.392 -5.137
H 0.448 0.036 -4.588
H 2.761 -0.319 -3.634
H 3.083 -0.207 -1.216
H -1.529 0.723 2.960
H -3.865 0.929 2.400
H -4.561 0.905 -0.047
C 3.891 -0.784 3.223
C 3.350 -1.842 4.172
C 4.463 -2.884 4.379
C 2.056 -2.579 3.802
C 1.623 -3.469 4.782
C 0.518 -4.278 4.608
C -0.105 -4.274 3.375
C 0.282 -3.420 2.347
C -0.413 -3.710 1.015
C -0.181 -2.764 -0.148
C -0.008 -5.123 0.564
C 1.286 -2.453 2.618
N 1.403 -1.318 1.802
H 4.899 -0.508 3.542
H 3.291 0.125 3.213
H 3.952 -1.147 2.201
H 3.165 -1.356 5.138
H 4.718 -3.341 3.420
H 4.188 -3.683 5.063
H 5.360 -2.399 4.767
H 2.165 -3.509 5.719
H 0.176 -4.928 5.402
H -0.927 -4.956 3.192
H -1.490 -3.720 1.219
H 0.880 -2.628 -0.356
H -0.613 -1.791 0.036
H -0.654 -3.182 -1.041
H 1.055 -5.138 0.311
H -0.570 -5.404 -0.329
H -0.178 -5.883 1.325
```

***

# 2
The following is a quantum chemistry calculation of a 2-piece molecular cluster, C4H13N2O overall, from the Open Molecules 2025 dataset.

Net charge ... +1
ΔE to the lowest compared entry with this formula, charge and spin ... 286.0 kJ/mol
E ... -9378.6196 eV
LUMO level ... -3.36 eV
2S+1 ... 1

```
20
C4H13N2O ωB97M-V/def2-TZVPD
C 1.494 -1.245 -0.585
C 0.831 -1.145 -1.769
N 0.485 -2.299 -2.402
N 1.750 -0.111 0.310
H 1.827 -2.220 -0.263
H 0.396 -0.214 -2.159
H -0.231 -2.344 -3.111
H 0.614 -3.131 -1.897
H 2.719 0.039 0.528
H 1.261 -0.246 1.207
H 1.351 0.734 -0.127
C -1.526 1.332 1.644
O -2.742 0.636 1.426
C -0.817 1.647 0.367
H -1.706 2.315 2.199
H -0.878 0.685 2.266
H -3.087 0.362 2.276
H -1.045 2.624 -0.071
H 0.238 1.700 0.580
H -0.934 0.881 -0.416
```